No. 1
A molecular structure, C21H24O6RhSSbSe, computed with ωB97M-V with the def2-TZVPD basis set.

- net charge = -2
- lowest unoccupied orbital energy (alpha / beta) (eV) = 4.5 / 4.5
- ΔE to the lowest compared entry with this formula, charge and spin (eV) = 0.528
- E_HOMO (alpha / beta) (eV) = -0.58 / -0.58
- HOMO-LUMO gap (alpha / beta) (eV) = 5.1 / 5.1

Each line ends with the natural charge from an NBO analysis.
Element x y z (Å)
C (-1.4247, -3.7847, 1.0636)  -0.142
H (1.6713, -1.9326, 1.3109)  0.238
H (2.1539, 1.6255, -2.9303)  0.194
H (-1.7943, -5.5408, -0.0488)  0.232
O (-0.7728, 4.6789, -2.8448)  -0.521
C (0.1757, -1.0203, -3.0000)  -0.629
H (-0.3545, -3.7392, 4.2749)  0.205
H (-0.4217, -6.1735, 3.9671)  0.187
C (-0.8186, 4.3025, -1.5112)  0.256
C (-1.9927, 2.7048, -0.1321)  -0.248
H (-2.7173, 1.9040, -0.0145)  0.274
H (3.1648, -0.8620, 3.0536)  0.189
C (-1.7252, 3.2749, -1.3506)  0.201
C (-1.2971, 3.2198, 0.9709)  -0.112
H (-0.8081, -1.1828, -2.5585)  0.260
C (-1.4303, 3.6020, -3.5088)  0.234
H (0.2870, -1.7167, -3.8371)  0.186
C (-1.7469, -3.0019, -0.2035)  0.781
H (2.9387, 2.0474, 0.0179)  0.210
H (2.2682, -1.1188, -2.3590)  0.191
H (1.5159, 2.8871, -1.8768)  0.214
S (-0.9144, -1.5737, 2.7885)  -0.019
H (-2.0087, 3.9930, -4.3440)  0.158
C (-1.0234, -3.2510, 2.3002)  -0.161
O (-1.3132, 1.3322, 2.4169)  -0.727
O (-1.5101, -1.7394, -0.2449)  -0.735
H (0.0790, 4.6641, 1.6943)  0.224
H (-0.6774, 2.8764, -3.8481)  0.138
H (3.5954, 0.7753, -1.0173)  0.195
O (-2.2970, 2.9838, -2.5802)  -0.485
C (-0.6622, -4.1550, 3.3219)  -0.253
C (-1.4711, -5.1762, 0.9168)  -0.173
C (2.3874, 2.2554, -2.0665)  -0.625
C (-0.7055, -5.5197, 3.1489)  -0.215
H (-1.1707, -7.1200, 1.7724)  0.187
H (1.1792, -2.2302, -1.5172)  0.228
C (-1.4105, 2.5988, 2.3600)  0.781
C (2.5751, -0.2658, 2.3502)  -0.628
C (-1.1226, -6.0485, 1.9282)  -0.290
C (-0.1471, 4.8441, -0.4440)  -0.303
C (1.2606, -1.2287, -1.9455)  -0.746
Se (-3.9209, -0.2834, 1.2883)  -0.729
H (0.5563, 5.6567, -0.5720)  0.207
Sb (1.0638, 0.1186, -0.2765)  1.084
H (3.2123, 2.9151, -2.3555)  0.185
C (2.7204, 1.4080, -0.8404)  -0.753
H (1.6516, 0.0212, 2.8569)  0.241
O (-2.1015, -3.6351, -1.1968)  -0.698
C (-0.4139, 4.2831, 0.8096)  -0.197
Rh (-1.6109, -0.2776, 1.1313)  0.605
H (0.2009, -0.0047, -3.4086)  0.178
H (3.1406, 0.6459, 2.1366)  0.184
C (2.2624, -1.0455, 1.0770)  -0.744
O (-1.4470, 3.3678, 3.3219)  -0.704
H (3.1716, -1.3589, 0.5547)  0.192


No. 2
A molecular structure, C21H25BBaF7O21 in a non-equilibrium geometry, computed with ωB97M-V with the def2-TZVPD basis set.

- net charge = +1
- lowest unoccupied orbital energy (eV) = -1.7
- ΔE to the lowest compared entry with this formula, charge and spin (eV) = 3.697
- E_HOMO (eV) = -10.65
- HOMO-LUMO gap (eV) = 8.9

Each line ends with the Löwdin charge.
Element x y z (Å)
C (-1.3445, -5.4235, 1.3514)  -0.056
H (-1.9369, -2.6575, 4.0089)  0.131
F (6.1708, 2.2923, -1.9091)  0.047
F (-1.6999, -6.2545, -0.7998)  0.141
H (1.8816, -0.3373, -3.0218)  -0.076
H (1.0557, -0.7992, -4.4673)  -0.053
H (5.1774, -2.2854, 2.0965)  0.171
H (5.1198, 1.5322, -3.4780)  0.184
H (-5.5627, -1.2010, 1.2441)  0.155
C (-1.2031, -3.5039, 0.1479)  -0.531
O (3.7162, -3.7305, -0.3172)  0.070
C (3.4142, 1.5253, -0.8357)  -0.515
F (5.9418, -1.7566, 0.3602)  0.138
H (0.4955, -1.4385, -2.8813)  -0.110
C (0.3774, 4.1156, -1.1092)  -0.500
F (-0.2215, -4.3903, 4.2783)  0.167
C (4.9883, 1.8013, -2.4299)  -0.259
C (-5.2001, -0.4933, 1.9896)  -0.035
H (0.0101, -6.4616, -0.0192)  0.181
O (-0.5775, -1.2280, 3.6263)  0.069
H (-3.7723, 5.3555, -1.7157)  0.170
O (4.2447, 0.9438, -1.6458)  0.176
B (0.9122, -0.5995, -3.4166)  -0.527
H (3.4730, 3.2377, -3.1817)  0.144
C (-4.0181, 4.3319, -1.4330)  -0.322
O (0.8438, -2.8095, 3.1341)  0.170
H (0.9601, -3.2567, 5.1935)  0.182
O (-3.0969, 3.3506, -0.9374)  0.143
F (-4.8234, -2.4921, 3.2201)  0.078
C (-3.1181, -0.1888, 1.3943)  -0.465
O (3.3485, 2.8615, -1.1822)  0.059
C (5.0173, -2.3871, 1.0231)  -0.346
H (5.7232, -4.1891, 0.0713)  0.148
O (-3.4378, 2.8123, -3.0472)  0.095
O (-0.4509, -4.4037, -0.3974)  0.180
O (-1.1909, -2.3243, -0.1637)  -0.009
C (-4.3368, -1.2486, 3.0186)  -0.272
O (0.4510, 2.9027, -1.1358)  0.077
H (-2.0870, -6.0987, 1.7767)  0.152
O (1.9939, -2.1311, -0.5286)  0.030
H (-4.1419, -0.8251, 4.0039)  0.178
C (-0.8027, -5.7353, -0.0181)  -0.307
H (-1.0725, -2.0261, 5.5089)  0.141
C (-1.0041, -2.3219, 4.4620)  0.003
C (0.1019, 6.0771, -2.1879)  -0.308
H (-6.0833, 0.0119, 2.3804)  0.149
H (1.2912, 7.1434, -0.6451)  0.148
O (0.5840, -0.9709, 1.7686)  0.016
O (-4.2456, 0.4282, 1.5264)  0.116
C (0.3705, -1.6379, 2.7885)  -0.538
O (-2.0050, 1.5484, -1.8043)  -0.004
Ba (0.0432, -0.0342, -0.8672)  2.099
O (2.6171, 0.9813, -0.0930)  0.034
O (3.7817, -1.7499, 0.7203)  0.153
H (-0.7164, 6.6987, -2.5513)  0.175
O (-0.2787, 4.7426, -2.0330)  0.145
C (4.1562, 3.0656, -2.3500)  -0.050
O (-3.1860, -1.3470, 2.1658)  0.089
C (-2.7917, 2.4732, -1.9320)  -0.506
O (-1.7703, -4.0875, 1.2177)  0.079
H (-4.6796, 4.3845, -3.5322)  0.145
H (0.2318, 0.2261, -3.2765)  -0.131
H (-0.5899, -5.4316, 2.1378)  0.125
H (4.7818, 3.9500, -2.2297)  0.142
H (-0.1757, 6.7003, -0.0551)  0.142
O (1.0410, 5.0887, -0.3920)  0.093
H (4.5974, -4.4681, 1.4243)  0.137
C (0.5667, 6.3381, -0.7663)  -0.082
C (0.2436, -3.2453, 4.3722)  -0.350
C (3.0403, -2.5303, -0.0146)  -0.479
C (4.8433, -3.8099, 0.5910)  -0.042
C (-4.5301, 3.6759, -2.7176)  -0.025
H (-5.3983, 3.0496, -2.5119)  0.148
F (-4.9583, 4.4217, -0.5162)  0.102
O (-2.2012, 0.1139, 0.5992)  -0.044
F (1.1020, 6.1293, -3.0544)  0.120